1.
Molecular formula: C2H5N3O2
Method: DFT, ωB97M-V/def2-TZVPD

Last column: Löwdin charge in e.
Cartesian coordinates (Å):
1 C -1.248 0.566 -1.251  0.002
2 C 0.146 -0.340 0.509  -0.060
3 N 2.663 -0.564 1.782  0.155
4 N -0.062 0.343 -0.584  0.165
5 N -2.340 0.118 -0.785  0.297
6 O 0.821 -0.790 1.341  0.230
7 O 3.356 0.207 1.250  0.232
8 H -1.340 0.991 -2.224  0.190
9 H 3.036 -1.294 2.404  0.184
10 H 0.651 0.947 -1.106  0.240
11 H -3.139 0.303 -1.360  0.169
12 H -2.545 -0.486 0.026  0.196

Values from the calculation:
DFT total energy = -393.05184 Ha
HOMO level (alpha / beta) = -17.783 / -18.869 eV
Gap between HOMO and LUMO (alpha / beta) = 7.40 / 8.59 eV
E_LUMO (alpha / beta) = -10.38 / -10.28 eV
Total charge = +2
Energy relative to the best compared isomer or geometry (same formula, charge and spin) = 1.472 eV

2.
Molecular formula: C4H5ClS2
Method: DFT, ωB97M-V/def2-TZVPD

Last column: Löwdin charge in e.
Cartesian coordinates (Å):
1 C 0.819 -0.652 -0.064  -0.181
2 C 0.185 -1.128 -1.137  -0.414
3 C 0.239 0.664 0.407  -0.366
4 C -1.103 0.782 -0.151  -1.437
5 S -1.017 -0.008 -1.779  0.853
6 S -2.235 -0.256 0.904  0.682
7 Cl -1.768 2.428 -0.281  0.577
8 H 1.517 -1.337 0.576  0.149
9 H 0.486 -1.974 -1.601  0.034
10 H 0.292 0.865 1.530  0.148
11 H 0.923 1.275 -0.028  0.077
12 H -3.222 0.126 0.050  -0.121

Values from the calculation:
DFT total energy = -1411.92994 Ha
HOMO level = -8.547 eV
Gap between HOMO and LUMO = 9.25 eV
E_LUMO = 0.71 eV
Total charge = 0
Energy relative to the best compared isomer or geometry (same formula, charge and spin) = 0.916 eV

3.
Molecular formula: C31H40MgN6O2SeSi
Method: DFT, ωB97M-V/def2-TZVPD

Last column: Löwdin charge in e.
Cartesian coordinates (Å):
1 Mg 1.899 0.645 1.222  0.472
2 O 3.279 -0.611 4.787  0.070
3 C 2.586 -0.309 3.835  -0.569
4 O 2.990 0.101 2.682  -0.131
5 C 1.067 -0.409 3.970  -0.159
6 C 0.523 -0.785 5.216  0.016
7 C -0.824 -0.910 5.323  0.007
8 C -1.640 -0.670 4.192  -0.148
9 C -3.050 -0.812 4.241  -0.034
10 C -3.806 -0.591 3.129  -0.075
11 C -3.179 -0.208 1.921  -0.063
12 C -1.825 -0.055 1.850  -0.044
13 C -1.016 -0.288 2.989  -0.196
14 N 0.351 -0.154 2.897  0.121
15 H 1.205 -0.964 6.035  0.119
16 H -1.289 -1.200 6.258  0.120
17 H -3.510 -1.102 5.178  0.113
18 H -4.882 -0.705 3.168  0.104
19 H -3.784 -0.017 1.043  0.106
20 H -1.355 0.289 0.942  0.056
21 C 3.393 -1.512 -1.361  -0.103
22 N 3.762 -0.745 -0.172  -0.272
23 C 4.433 -1.648 0.771  -0.081
24 C 4.664 0.338 -0.574  -0.195
25 C 4.791 1.415 0.481  -0.189
26 N 3.534 2.166 0.678  -0.313
27 C 3.277 3.035 -0.484  -0.106
28 C 3.707 3.035 1.862  -0.096
29 H 4.280 -1.915 -1.871  0.095
30 H 2.848 -0.880 -2.064  0.083
31 H 2.753 -2.349 -1.082  0.077
32 H 5.329 -2.091 0.312  0.094
33 H 3.750 -2.454 1.043  0.091
34 H 4.701 -1.131 1.687  0.074
35 H 4.274 0.774 -1.496  0.107
36 H 5.662 -0.059 -0.815  0.130
37 H 5.591 2.109 0.193  0.129
38 H 5.065 0.978 1.441  0.116
39 H 4.137 3.694 -0.661  0.096
40 H 2.384 3.623 -0.288  0.028
41 H 3.101 2.443 -1.383  0.079
42 H 4.552 3.717 1.703  0.096
43 H 3.899 2.418 2.737  0.088
44 H 2.798 3.616 2.013  0.038
45 N -2.648 -2.080 -3.710  0.169
46 C -3.510 -3.037 -4.207  -0.190
47 C -4.358 -3.057 -5.312  -0.022
48 C -5.087 -4.213 -5.505  -0.092
49 C -4.974 -5.311 -4.632  -0.091
50 C -4.130 -5.279 -3.543  -0.014
51 C -3.386 -4.117 -3.330  -0.223
52 N -2.479 -3.819 -2.322  0.185
53 C -2.072 -2.610 -2.586  -0.279
54 C -1.096 -1.874 -1.767  -0.112
55 C -0.741 -0.559 -2.035  0.004
56 C 0.163 0.075 -1.205  -0.148
57 N 0.714 -0.525 -0.148  -0.003
58 C 0.374 -1.794 0.107  -0.120
59 C -0.516 -2.503 -0.670  0.021
60 H -2.486 -1.167 -4.095  0.150
61 H -4.449 -2.213 -5.984  0.108
62 H -5.763 -4.277 -6.348  0.101
63 H -5.567 -6.196 -4.823  0.100
64 H -4.040 -6.119 -2.866  0.112
65 H -1.173 0.002 -2.853  0.107
66 H 0.421 1.117 -1.354  0.087
67 H 0.824 -2.243 0.985  0.129
68 H -0.783 -3.522 -0.430  0.120
69 C -0.708 5.350 -0.814  -0.236
70 Si -1.328 3.751 -0.064  0.040
71 C -1.860 2.643 -1.489  -0.237
72 C -2.853 4.112 0.953  -0.234
73 Se 0.209 2.811 1.238  0.407
74 H -1.507 5.893 -1.330  0.027
75 H 0.090 5.150 -1.534  0.020
76 H -0.302 5.996 -0.032  0.025
77 H -2.689 3.099 -2.042  0.034
78 H -2.195 1.668 -1.122  0.012
79 H -1.036 2.486 -2.192  0.017
80 H -3.616 4.638 0.369  0.028
81 H -2.592 4.727 1.817  0.027
82 H -3.282 3.179 1.327  0.017

Values from the calculation:
DFT total energy = -4575.57516 Ha
HOMO level = -7.108 eV
Gap between HOMO and LUMO = 6.47 eV
E_LUMO = -0.64 eV
Total charge = 0
Energy relative to the best compared isomer or geometry (same formula, charge and spin) = 0.000 eV

4.
Molecular formula: C70H67ClFNO10
Method: DFT, ωB97M-V/def2-TZVPD

Last column: Löwdin charge in e.
Cartesian coordinates (Å):
1 C 7.406 0.172 3.838  -0.110
2 C 8.519 0.132 2.766  -0.252
3 C 8.042 -0.605 1.497  -0.212
4 C 7.819 -2.101 1.821  -0.206
5 C 6.649 -2.751 1.066  -0.221
6 C 5.281 -2.196 1.458  -0.219
7 C 4.138 -2.836 0.636  -0.187
8 C 2.795 -2.943 1.409  -0.208
9 C 1.619 -2.271 0.690  -0.202
10 C 1.666 -0.728 0.667  -0.193
11 C 2.302 -0.110 1.920  -0.199
12 C 1.865 1.338 2.191  -0.179
13 C 2.206 2.291 1.034  -0.097
14 C 3.559 3.053 1.152  -0.373
15 C 3.910 3.443 -0.309  -0.076
16 C 4.919 2.528 -0.986  -0.201
17 C 5.800 3.106 -1.870  -0.050
18 C 6.729 2.389 -2.570  -0.038
19 C 6.827 1.028 -2.372  -0.277
20 C 7.882 0.251 -3.108  -0.042
21 C 5.950 0.454 -1.499  -0.040
22 C 5.003 1.166 -0.816  -0.020
23 O 4.405 2.127 1.833  0.052
24 C 5.594 2.781 2.079  -0.319
25 O 6.684 2.291 1.984  0.186
26 C 5.165 4.225 2.479  -0.359
27 O 5.513 4.282 3.843  0.038
28 C 6.122 5.150 1.653  -0.004
29 C 7.502 5.235 2.252  -0.421
30 O 7.797 5.845 3.246  0.153
31 F 8.459 4.560 1.583  0.115
32 C 3.635 4.292 2.108  -0.559
33 Cl 3.052 5.859 1.459  0.802
34 C 2.928 4.188 3.479  -0.260
35 N 1.452 4.206 3.393  0.010
36 H 7.431 1.113 4.392  0.069
37 H 6.428 0.141 3.345  0.058
38 H 7.466 -0.696 4.497  0.065
39 H 8.665 1.171 2.453  0.082
40 H 9.458 -0.270 3.148  0.106
41 H 8.833 -0.521 0.744  0.106
42 H 7.154 -0.120 1.086  0.075
43 H 7.709 -2.304 2.890  0.101
44 H 8.732 -2.625 1.513  0.107
45 H 6.835 -2.699 -0.014  0.109
46 H 6.658 -3.818 1.326  0.110
47 H 5.129 -2.395 2.523  0.119
48 H 5.253 -1.113 1.286  0.080
49 H 4.486 -3.853 0.418  0.102
50 H 4.022 -2.348 -0.337  0.107
51 H 2.554 -4.010 1.466  0.105
52 H 2.935 -2.621 2.443  0.093
53 H 1.663 -2.604 -0.353  0.108
54 H 0.684 -2.634 1.123  0.103
55 H 2.241 -0.409 -0.211  0.094
56 H 0.645 -0.356 0.528  0.112
57 H 1.966 -0.706 2.778  0.117
58 H 3.393 -0.167 1.926  0.091
59 H 0.774 1.331 2.305  0.118
60 H 2.271 1.639 3.157  0.094
61 H 2.295 1.673 0.137  0.104
62 H 1.414 3.019 0.843  0.117
63 H 4.263 4.469 -0.425  0.076
64 H 2.984 3.386 -0.887  0.125
65 H 5.735 4.177 -2.047  0.115
66 H 7.365 2.929 -3.262  0.120
67 H 7.721 -0.827 -3.070  0.077
68 H 8.849 0.417 -2.616  0.086
69 H 8.009 0.600 -4.133  0.079
70 H 6.039 -0.618 -1.345  0.111
71 H 4.329 0.675 -0.126  0.098
72 H 5.606 5.208 4.106  0.119
73 H 6.182 4.750 0.638  0.123
74 H 5.702 6.159 1.672  0.114
75 H 3.195 5.084 4.042  0.106
76 H 3.211 3.294 4.034  0.122
77 H 1.124 4.181 2.441  0.034
78 H 1.052 3.459 3.938  0.066
79 C -2.499 -0.374 -4.460  -0.056
80 C -3.716 -0.629 -5.085  -0.057
81 C -4.690 -1.368 -4.435  -0.002
82 C -4.448 -1.866 -3.160  -0.082
83 C -3.218 -1.630 -2.543  -0.081
84 C -2.250 -0.874 -3.193  -0.001
85 C -2.921 -2.195 -1.198  -0.275
86 O -1.853 -1.985 -0.660  0.097
87 C -3.960 -3.028 -0.533  -0.083
88 C -3.682 -3.610 0.698  -0.002
89 C -4.644 -4.377 1.333  -0.052
90 C -5.892 -4.559 0.747  -0.049
91 C -6.172 -3.985 -0.482  0.000
92 C -5.206 -3.226 -1.130  -0.083
93 C -5.511 -2.644 -2.466  -0.277
94 O -6.599 -2.804 -2.981  0.105
95 H -1.743 0.211 -4.966  0.107
96 H -3.904 -0.248 -6.080  0.106
97 H -5.638 -1.562 -4.918  0.120
98 H -1.303 -0.681 -2.708  0.119
99 H -2.713 -3.466 1.156  0.118
100 H -4.424 -4.833 2.290  0.109
101 H -6.646 -5.153 1.249  0.104
102 H -7.141 -4.131 -0.941  0.119
103 C -13.121 -3.889 0.675  -0.055
104 C -11.785 -3.499 0.698  -0.054
105 C -10.882 -4.162 1.510  -0.002
106 C -11.310 -5.212 2.312  -0.083
107 C -12.655 -5.589 2.306  -0.082
108 C -13.555 -4.931 1.477  -0.001
109 C -13.143 -6.680 3.194  -0.277
110 O -14.311 -7.011 3.186  0.108
111 C -12.167 -7.350 4.097  -0.082
112 C -12.612 -8.332 4.973  -0.001
113 C -11.713 -8.972 5.809  -0.056
114 C -10.363 -8.640 5.768  -0.057
115 C -9.914 -7.659 4.901  -0.003
116 C -10.815 -7.004 4.069  -0.083
117 C -10.324 -5.927 3.167  -0.276
118 O -9.146 -5.634 3.131  0.096
119 H -13.824 -3.375 0.032  0.108
120 H -11.451 -2.676 0.078  0.109
121 H -9.843 -3.862 1.524  0.117
122 H -14.593 -5.231 1.463  0.121
123 H -13.661 -8.592 5.002  0.121
124 H -12.063 -9.733 6.494  0.108
125 H -9.661 -9.147 6.417  0.107
126 H -8.865 -7.397 4.871  0.120
127 C -1.749 4.755 -8.408  -0.057
128 C -2.843 4.524 -7.578  -0.058
129 C -2.718 4.670 -6.207  -0.003
130 C -1.497 5.038 -5.657  -0.083
131 C -0.394 5.247 -6.488  -0.083
132 C -0.528 5.115 -7.864  -0.002
133 C 0.936 5.595 -5.915  -0.277
134 O 1.894 5.781 -6.636  0.108
135 C 1.065 5.700 -4.435  -0.081
136 C 2.309 5.968 -3.877  0.004
137 C 2.441 6.081 -2.503  -0.061
138 C 1.328 5.936 -1.680  -0.071
139 C 0.087 5.664 -2.230  0.005
140 C -0.048 5.536 -3.608  -0.081
141 C -1.382 5.209 -4.182  -0.278
142 O -2.353 5.079 -3.465  0.108
143 H -1.851 4.648 -9.480  0.108
144 H -3.793 4.231 -8.005  0.107
145 H -3.569 4.496 -5.562  0.121
146 H 0.323 5.289 -8.508  0.121
147 H 3.173 6.084 -4.517  0.122
148 H 3.412 6.284 -2.069  0.102
149 H 1.434 6.030 -0.608  0.048
150 H -0.777 5.547 -1.591  0.122

Values from the calculation:
DFT total energy = -4074.92389 Ha
HOMO level = -9.105 eV
Gap between HOMO and LUMO = 7.97 eV
E_LUMO = -1.13 eV
Total charge = 0